A single C4H7NO2 molecule. Source: the OMol25 dataset; level of theory: ωB97M-V/def2-TZVPD.

Values from the calculation:
maximum force = 7.3 eV/Å
SMILES = C=COC(=O)NC
frontier orbital gap = 9.2450 eV
DFT total energy = -9843.667 eV
relative energy (zero: lowest compared OMol25 entry of this formula, charge and spin) = 83.3 kcal/mol
E_LUMO = 0.8 eV
total charge = 0

Cartesian coordinates (Å):
C 2.0806 2.1172 -0.4338
C 2.0682 1.0575 0.3359
O 0.8480 -0.1358 0.5687
C -0.0191 -0.0782 -0.3630
O -0.4079 0.6666 -1.1954
N -0.8847 -1.4997 -0.0231
C -2.2997 -1.4597 0.2229
H 1.2965 2.3307 -1.1458
H 2.9328 2.7883 -0.4291
H 2.7993 0.7516 1.0717
H -0.3833 -2.1688 0.5503
H -2.5418 -1.3532 1.2871
H -2.7662 -2.3960 -0.1149
H -2.7226 -0.6206 -0.3316

Löwdin charges in e: 0.0300, 0.0278, 0.0394, -0.5304, 0.1263, -0.0481, -0.1750, 0.0653, 0.0764, 0.0963, 0.0789, 0.0671, 0.0709, 0.0750